Computed, not measured: a single C5H10O molecule, with ωB97M-V with the def2-TZVPD basis set.

frontier orbital gap = 9.162 eV
E_tot = -271.5786 hartree
relative energy (zero: lowest compared OMol25 entry of this formula, charge and spin) = 456.9 kJ/mol

```
16
Properties=species:S:1:pos:R:3:mulliken_charge:R:1
C -1.538 1.020 0.158 -1.093
C -1.224 -0.445 0.450 -0.394
C 0.202 -0.738 0.890 -0.416
C 0.886 -0.045 -1.659 -0.712
C 1.925 0.229 -0.642 -0.063
O 1.148 -0.914 -0.198 -0.177
H -0.975 1.344 -0.721 0.299
H -1.284 1.662 1.012 0.300
H -2.607 1.144 -0.045 0.346
H -1.422 -1.052 -0.439 0.281
H -1.883 -0.816 1.247 0.382
H 0.253 -1.702 1.402 0.269
H 0.592 0.036 1.564 0.341
H 1.320 -0.803 -2.332 0.152
H 2.978 -0.057 -0.726 0.222
H 1.781 1.097 0.006 0.266
```



Computed, not measured: C10H10INO2 as an isolated structure at a distorted geometry, with ωB97M-V with the def2-TZVPD basis set.

frontier orbital gap = 8.725 eV
E_tot = -889.7995 hartree
relative energy (zero: lowest compared OMol25 entry of this formula, charge and spin) = 254.8 kJ/mol

```
24
Properties=species:S:1:pos:R:3:mulliken_charge:R:1
C -1.295 -0.615 2.384 -0.390
C -0.700 0.577 2.814 -0.492
C -1.168 -1.076 1.085 -1.321
C -0.006 1.349 1.910 -0.824
C -0.333 -0.341 0.237 1.167
C 0.323 0.810 0.659 0.792
C -0.366 -0.914 -1.159 -0.977
C 0.850 -0.418 -2.001 -0.567
C 1.213 1.597 -0.100 -1.171
C 1.039 1.070 -1.945 -0.574
N -0.085 1.789 -2.434 1.126
O -1.006 1.093 -2.833 -0.584
O -0.006 2.997 -2.575 -0.633
I 3.313 1.205 0.356 0.104
H -1.850 -1.005 3.179 0.386
H -0.864 1.061 3.827 0.296
H -1.722 -1.856 0.811 0.604
H 0.374 2.347 2.148 0.380
H -0.216 -1.949 -1.324 0.434
H -1.404 -0.569 -1.372 0.400
H 1.843 -1.012 -1.706 0.302
H 0.753 -0.576 -3.158 0.369
H 0.940 2.595 -0.186 0.711
H 2.090 1.309 -2.251 0.463
```



Computed, not measured: a single C6H12FO5PS molecule at a distorted geometry, with ωB97M-V with the def2-TZVPD basis set.

frontier orbital gap = 9.992 eV
E_tot = -1451.3483 hartree

```
26
Properties=species:S:1:pos:R:3:mulliken_charge:R:1
C -0.783 0.350 -2.656 -1.205
C -0.328 1.298 -1.471 -0.043
F -1.345 2.168 -1.045 -0.350
C 0.416 0.581 -0.299 -0.060
C 1.194 1.759 0.473 -0.868
O 1.597 1.411 1.809 -0.333
S 2.412 -0.042 1.849 0.590
O 3.541 0.014 2.812 -0.549
O 1.210 -1.082 2.454 -0.399
C 0.452 -1.415 1.283 -0.205
O -0.317 -2.564 1.607 -0.575
C -0.456 -0.194 0.752 0.381
P -2.043 -0.978 0.155 0.257
O -3.102 -0.030 -0.387 -0.658
H -0.135 0.527 -3.545 0.364
H -1.871 0.463 -2.894 0.302
H -0.567 -0.700 -2.309 0.276
H 0.436 1.986 -1.937 0.449
H 1.228 -0.037 -0.773 0.316
H 2.023 2.183 -0.151 0.339
H 0.446 2.592 0.587 0.406
H 1.188 -1.745 0.494 0.505
H -0.081 -3.294 1.023 0.350
H -0.707 0.403 1.673 0.559
H -1.792 -2.025 -0.802 0.066
H -2.617 -1.632 1.299 0.084
```



Look up the E_tot of the first one.
-271.5786 hartree